This record from the OMol25 dataset describes a single C2H3F3S molecule at a distorted geometry. The level of theory is the ωB97M-V functional and the def2-TZVPD basis.

Atoms and positions in Å:
F  0.98952  -0.29712  -1.80577
C  0.30565  0.30844  -0.85711
F  1.05875  1.38048  -0.44532
C  -0.00549  -0.70024  0.35572
F  1.06680  -1.05400  0.91184
S  -1.40914  0.04306  1.35593
H  -0.65313  0.68711  -1.17114
H  -0.47204  -1.65224  0.02051
H  -0.88092  1.28452  1.63535

Forces on atoms 1 to 2 (eV/Å):
0.5 -0.7 -1.0
-0.9 -0.3 2.3

Calculated total energy = -775.76181 Ha
Energy above the lowest of the compared OMol25 structures with the same formula, charge and spin = 124.9 kJ/mol
SMILES = FC(F)[C@@H](F)S
HOMO energy = -0.372 Eh
Orbital gap = 10.866 eV

Here are the natural (NBO) charges for atoms 1 to 6, given in e: F -0.32; C 0.53; F -0.35; C 0.08; F -0.31; S -0.10